Entry 1:
C26H41Cl3N3NiO5PS as an isolated structure in a non-equilibrium geometry, computed with wB97M-V/def2-TZVPD.

CARTESIAN COORDINATES (ANGSTROEM)
Ni  -0.744  1.185  -2.185
O  0.009  -0.658  -2.733
N  0.724  -0.792  -3.820
C  1.393  -1.943  -3.990
C  2.160  -2.173  -5.103
C  2.251  -1.179  -6.079
C  1.570  -0.002  -5.893
C  0.786  0.206  -4.748
S  -0.092  1.637  -4.469
H  1.274  -2.657  -3.189
H  2.690  -3.103  -5.209
H  2.854  -1.335  -6.959
H  1.623  0.796  -6.615
Cl  2.008  5.007  -0.782
C  0.275  4.886  -1.032
Cl  -0.566  5.210  0.489
Cl  -0.229  6.067  -2.250
C  -0.121  3.466  -1.503
O  -1.329  3.257  -1.680
O  0.782  2.637  -1.661
N  -3.784  1.925  -1.081
C  -3.615  0.763  -1.735
N  -4.538  -0.218  -1.498
O  -2.704  0.561  -2.537
H  -4.405  2.000  -0.297
H  -3.016  2.584  -1.161
H  -5.450  0.017  -1.144
H  -4.483  -1.012  -2.112
O  -1.081  0.599  -0.110
P  -0.438  -0.171  0.989
C  1.409  0.019  0.964
C  1.765  1.481  1.244
C  3.043  1.901  0.508
C  4.014  0.734  0.383
C  3.415  -0.338  -0.534
C  1.889  -0.365  -0.426
C  -0.932  -1.972  0.950
C  0.008  -2.931  1.699
C  0.563  -4.015  0.778
C  -0.578  -4.817  0.154
C  -1.662  -3.902  -0.450
C  -1.220  -2.439  -0.476
C  -1.127  0.395  2.623
C  -1.342  1.905  2.658
C  -2.117  2.266  3.925
C  -1.435  1.707  5.191
C  -0.122  0.997  4.871
C  -0.340  -0.112  3.842
H  1.874  -0.637  1.702
H  1.881  1.634  2.319
H  0.948  2.111  0.886
H  3.511  2.734  1.034
H  2.778  2.238  -0.493
H  4.212  0.313  1.372
H  4.965  1.081  -0.023
H  3.838  -1.316  -0.285
H  3.682  -0.128  -1.571
H  1.518  -1.351  -0.698
H  1.453  0.356  -1.122
H  -1.901  -1.962  1.465
H  -0.540  -3.416  2.512
H  0.843  -2.394  2.148
H  1.207  -4.683  1.356
H  1.178  -3.559  0.000
H  -1.019  -5.448  0.929
H  -0.172  -5.486  -0.605
H  -2.572  -3.979  0.149
H  -1.909  -4.230  -1.461
H  -1.995  -1.806  -0.910
H  -0.350  -2.315  -1.116
H  -2.133  -0.047  2.644
H  -1.907  2.201  1.772
H  -0.398  2.446  2.634
H  -3.127  1.857  3.844
H  -2.209  3.351  3.993
H  -2.103  1.002  5.690
H  -1.235  2.513  5.897
H  0.292  0.563  5.785
H  0.604  1.719  4.491
H  -0.882  -0.935  4.312
H  0.633  -0.497  3.540

Computed properties:
HOMO-LUMO gap (alpha / beta) in eV: 7.7 / 7.6
2S+1: 3
Molecular weight in g/mol: 703.7
Expectation value of S²: 2.004
Energy above the lowest of the compared OMol25 structures with the same formula, charge and spin in eV: 0.574
E_LUMO (alpha / beta) in eV: 0.39 / 0.39

***

Entry 2:
An isolated ion of composition C30H26F2NO and charge +1 in a non-equilibrium geometry, computed with wB97M-V/def2-TZVPD.

CARTESIAN COORDINATES (ANGSTROEM)
C  -1.776  3.672  -3.190
C  -0.433  3.836  -2.842
C  0.262  2.805  -2.220
C  -0.325  1.532  -2.058
C  0.443  0.444  -1.514
C  1.555  0.462  -0.492
N  0.201  -0.825  -1.890
C  -0.217  -1.151  -3.191
C  -0.835  -2.465  -3.320
C  -0.894  -2.940  -4.632
C  -1.542  -4.140  -4.891
C  -2.166  -4.821  -3.833
C  -2.170  -4.300  -2.528
C  -1.504  -3.097  -2.265
O  -0.114  -0.398  -4.149
C  -1.704  1.379  -2.419
C  -2.404  2.437  -3.005
H  -2.320  4.497  -3.656
H  0.097  4.758  -3.047
H  1.296  2.929  -1.892
H  1.981  -0.539  -0.310
H  2.394  1.064  -0.881
H  0.522  -1.576  -1.291
H  -0.421  -2.331  -5.404
H  -1.529  -4.525  -5.914
H  -2.638  -5.778  -4.033
H  -2.663  -4.837  -1.713
H  -1.480  -2.621  -1.277
H  -2.227  0.436  -2.234
H  -3.432  2.295  -3.332
C  -3.660  -2.127  3.097
C  -2.452  -1.438  2.557
C  -1.220  -1.422  3.208
F  -1.146  -2.090  4.428
C  -0.074  -0.791  2.676
C  -0.118  -0.004  1.474
C  1.073  0.864  0.843
C  2.098  1.163  1.912
C  1.718  1.401  3.255
C  2.701  1.819  4.150
F  2.407  1.869  5.505
C  3.996  2.137  3.748
C  4.963  2.559  4.773
C  4.318  1.998  2.398
C  3.371  1.536  1.490
C  -1.390  0.053  0.917
C  -2.473  -0.725  1.366
H  -4.373  -2.243  2.286
H  -3.484  -3.107  3.536
H  -4.131  -1.502  3.854
H  0.850  -0.922  3.255
H  0.795  1.876  0.588
H  0.701  1.256  3.633
H  5.861  2.939  4.297
H  4.523  3.336  5.397
H  5.234  1.719  5.416
H  5.325  2.232  2.047
H  3.607  1.477  0.441
H  -1.566  0.715  0.075
H  -3.414  -0.784  0.799

Computed properties:
HOMO-LUMO gap in eV: 6.2
Molecular weight in g/mol: 454.5
Energy above the lowest of the compared OMol25 structures with the same formula, charge and spin in eV: 0.000
E_LUMO in eV: -5.17
Net charge: +1

***

Entry 3:
C33H42P2ReS6Si2Te as an isolated structure in a non-equilibrium geometry, computed with wB97M-V/def2-TZVPD.

CARTESIAN COORDINATES (ANGSTROEM)
Re  -1.258  -0.635  -1.406
S  -1.976  -0.887  0.950
P  -1.162  0.993  0.928
C  -0.354  1.008  -0.578
P  1.197  1.736  -0.967
S  2.704  0.507  -1.288
C  1.618  2.934  0.357
C  1.056  4.212  0.368
C  1.411  5.134  1.343
C  2.344  4.788  2.311
C  2.918  3.523  2.300
C  2.559  2.601  1.326
C  0.938  2.849  -2.384
C  2.031  3.551  -2.897
C  1.865  4.403  -3.976
C  0.610  4.550  -4.561
C  -0.475  3.851  -4.058
C  -0.312  3.005  -2.966
C  -2.520  2.185  1.036
C  -2.372  3.427  0.428
C  -3.370  4.384  0.542
C  -4.523  4.099  1.263
C  -4.681  2.854  1.858
C  -3.681  1.897  1.747
C  -0.158  1.250  2.410
C  -0.248  2.395  3.194
C  0.565  2.530  4.314
C  1.458  1.525  4.654
C  1.556  0.382  3.869
C  0.755  0.248  2.748
H  0.369  4.506  -0.415
H  0.976  6.125  1.334
H  2.633  5.508  3.067
H  3.654  3.255  3.048
H  3.020  1.620  1.295
H  3.011  3.415  -2.454
H  2.714  4.947  -4.370
H  0.484  5.209  -5.411
H  -1.452  3.950  -4.516
H  -1.159  2.462  -2.564
H  -1.492  3.624  -0.168
H  -3.255  5.346  0.058
H  -5.305  4.843  1.349
H  -5.589  2.624  2.401
H  -3.811  0.920  2.193
H  -0.952  3.178  2.941
H  0.497  3.424  4.920
H  2.087  1.635  5.529
H  2.259  -0.399  4.131
H  0.832  -0.636  2.126
S  -3.443  0.300  -1.833
S  -3.321  1.129  -3.724
S  -2.348  -0.335  -4.748
S  -0.578  -0.474  -3.649
C  3.199  -4.946  -0.007
Si  2.443  -3.826  1.279
C  3.497  -2.306  1.490
C  2.258  -4.739  2.887
C  0.732  -3.288  0.711
Te  0.801  -2.368  -1.226
C  0.025  -4.052  -2.306
Si  -1.720  -4.710  -2.073
C  -1.826  -6.154  -3.243
C  -2.086  -5.274  -0.337
C  -2.967  -3.401  -2.492
H  4.204  -5.248  0.302
H  3.296  -4.429  -0.967
H  2.608  -5.854  -0.161
H  4.553  -2.572  1.583
H  3.212  -1.746  2.386
H  3.400  -1.633  0.630
H  3.237  -4.958  3.323
H  1.735  -5.689  2.741
H  1.691  -4.148  3.612
H  0.294  -2.554  1.389
H  0.043  -4.125  0.628
H  0.758  -4.849  -2.147
H  0.122  -3.727  -3.346
H  -1.125  -6.938  -2.942
H  -1.569  -5.843  -4.259
H  -2.829  -6.592  -3.266
H  -1.357  -5.990  0.053
H  -3.065  -5.762  -0.327
H  -2.140  -4.423  0.348
H  -2.881  -3.014  -3.510
H  -2.885  -2.543  -1.812
H  -3.985  -3.772  -2.344

Computed properties:
HOMO-LUMO gap (alpha / beta) in eV: 6.8 / 6.2
2S+1: 4
Molecular weight in g/mol: 1063.0
Expectation value of S²: 3.779
Energy above the lowest of the compared OMol25 structures with the same formula, charge and spin in eV: 0.897
E_LUMO (alpha / beta) in eV: -0.19 / -1.34

***

Entry 4:
C21H41O15PSi2 as an isolated structure in a non-equilibrium geometry, computed with wB97M-V/def2-TZVPD.

CARTESIAN COORDINATES (ANGSTROEM)
C  7.700  4.285  2.403
C  7.142  5.580  1.516
C  6.338  6.590  2.536
O  5.483  5.760  3.439
C  4.080  6.292  3.424
Si  2.835  5.233  4.440
O  1.664  4.335  3.489
Si  0.820  5.346  2.327
C  0.489  7.154  2.901
P  -1.027  4.341  1.578
O  -1.211  4.902  0.079
H  7.943  4.674  3.485
H  6.755  3.567  2.519
H  8.588  3.730  1.878
H  8.100  6.149  1.138
H  6.488  5.249  0.597
H  7.100  7.179  3.241
H  5.736  7.419  1.962
H  4.066  7.383  3.909
H  3.815  6.438  2.294
H  2.236  6.074  5.472
H  3.643  4.216  5.160
H  1.702  5.448  1.137
H  1.492  7.780  3.069
H  -0.262  7.259  3.803
H  -0.046  7.700  1.983
H  -0.713  2.939  1.442
H  -2.182  4.629  2.389
C  -2.698  -0.764  0.175
C  -2.004  -0.503  1.496
C  -2.400  -1.452  2.586
O  -2.114  -0.699  3.752
C  -2.258  0.616  3.401
O  -2.275  1.543  4.190
O  -2.383  0.748  2.044
H  -2.429  0.008  -0.554
H  -2.417  -1.740  -0.231
H  -3.787  -0.728  0.282
H  -0.917  -0.489  1.350
H  -1.820  -2.378  2.568
H  -3.469  -1.696  2.588
C  -2.009  -2.217  -5.707
C  -2.124  -3.195  -4.556
C  -3.166  -2.822  -3.546
O  -2.703  -3.487  -2.384
C  -1.342  -3.567  -2.508
O  -0.587  -3.907  -1.615
O  -0.945  -3.212  -3.769
H  -1.180  -2.500  -6.364
H  -2.931  -2.194  -6.297
H  -1.794  -1.204  -5.350
H  -2.283  -4.210  -4.942
H  -4.164  -3.172  -3.824
H  -3.207  -1.748  -3.334
C  3.396  -4.858  -8.426
C  2.362  -4.002  -7.724
C  1.180  -4.771  -7.218
O  0.180  -3.770  -7.156
C  0.500  -2.851  -8.118
O  -0.232  -1.950  -8.483
O  1.754  -3.083  -8.616
H  4.190  -4.229  -8.842
H  3.845  -5.578  -7.735
H  2.956  -5.404  -9.268
H  2.839  -3.423  -6.922
H  1.356  -5.209  -6.231
H  0.841  -5.555  -7.905
C  -5.921  -3.834  5.819
C  -5.436  -4.630  4.625
C  -4.030  -5.130  4.760
O  -3.644  -5.295  3.407
C  -4.369  -4.383  2.689
O  -4.167  -4.106  1.521
O  -5.351  -3.824  3.463
H  -6.921  -3.430  5.625
H  -5.965  -4.459  6.716
H  -5.270  -2.976  6.018
H  -6.136  -5.449  4.413
H  -3.972  -6.078  5.301
H  -3.351  -4.407  5.226

Computed properties:
HOMO-LUMO gap in eV: 9.7
Molecular weight in g/mol: 620.7
E_LUMO in eV: 0.63

***

Entry 5:
A 4-piece molecular cluster, C18H33ClN6 overall in a non-equilibrium geometry, computed with wB97M-V/def2-TZVPD.

CARTESIAN COORDINATES (ANGSTROEM)
C  -1.554  -3.567  -0.610
C  -0.058  -3.253  -0.728
N  0.686  -4.210  -1.584
C  0.935  -5.513  -1.292
C  1.330  -6.124  -2.438
N  1.409  -5.143  -3.413
C  1.056  -3.981  -2.863
C  1.849  -5.293  -4.789
H  -2.103  -2.660  -0.377
H  -1.626  -4.290  0.205
H  -1.891  -4.034  -1.532
H  0.514  -3.093  0.183
H  0.031  -2.283  -1.222
H  0.695  -5.917  -0.323
H  1.415  -7.168  -2.687
H  1.071  -2.943  -3.158
H  1.044  -5.807  -5.313
H  2.799  -5.808  -4.916
H  1.999  -4.344  -5.301
C  -0.534  8.511  -0.344
C  0.492  7.392  -0.547
N  -0.155  6.103  -0.633
C  -0.306  5.175  0.391
C  -1.055  4.192  -0.197
N  -1.392  4.525  -1.433
C  -0.843  5.730  -1.728
C  -2.018  3.704  -2.464
H  -1.369  8.268  0.301
H  -0.807  8.817  -1.360
H  -0.033  9.438  -0.060
H  1.149  7.401  0.326
H  1.170  7.490  -1.394
H  0.124  5.267  1.370
H  -1.327  3.230  0.214
H  -0.982  6.245  -2.662
H  -2.709  4.378  -2.963
H  -2.573  2.908  -1.963
H  -1.338  3.109  -3.070
C  2.323  0.481  3.137
C  2.156  -0.933  2.595
N  0.920  -1.516  3.132
C  0.746  -2.093  4.351
C  -0.547  -2.503  4.503
N  -1.173  -2.209  3.298
C  -0.265  -1.572  2.529
C  -2.528  -2.549  2.899
H  1.578  1.201  2.803
H  3.294  0.859  2.815
H  2.339  0.479  4.227
H  2.983  -1.563  2.919
H  2.162  -0.939  1.507
H  1.542  -2.162  5.075
H  -1.143  -2.972  5.268
H  -0.468  -1.128  1.560
H  -3.106  -2.697  3.806
H  -2.487  -3.425  2.254
H  -2.950  -1.755  2.285
Cl  -0.471  0.546  -0.586

Computed properties:
HOMO-LUMO gap in eV: 8.4
Molecular weight in g/mol: 369.0
Energy above the lowest of the compared OMol25 structures with the same formula, charge and spin in eV: 0.659
E_LUMO in eV: -4.13
Net charge: +2

***

Entry 6:
A 2-piece molecular cluster, C13H20N3O8P overall in a non-equilibrium geometry, computed with wB97M-V/def2-TZVPD.

CARTESIAN COORDINATES (ANGSTROEM)
O  -0.137  2.574  -1.739
O  -1.831  0.882  4.074
O  2.150  -0.924  3.207
O  2.180  -2.616  -2.583
N  0.165  2.685  -4.567
O  -1.419  0.733  -1.980
O  -1.098  0.847  0.728
O  2.418  -0.180  -2.277
O  0.742  -1.697  -1.020
C  -0.543  1.661  -2.446
C  -2.225  -0.166  3.584
C  0.986  -0.660  3.489
C  0.701  2.655  -5.791
C  -0.004  1.545  -3.848
C  1.103  1.466  -6.386
C  0.934  0.268  -5.701
C  0.366  0.281  -4.420
N  0.617  -0.387  4.746
N  -1.479  -0.922  2.780
C  -3.621  -0.662  3.877
C  1.509  -0.419  5.906
C  0.060  0.596  1.513
C  0.219  -1.073  -3.720
C  -0.075  -0.677  2.367
P  1.407  -1.383  -2.399
H  -1.429  0.880  -1.006
H  -1.682  1.377  1.286
H  3.090  -0.545  -1.690
H  1.250  -2.505  -0.837
H  0.830  3.587  -6.333
H  1.541  1.486  -7.378
H  1.248  -0.662  -6.166
H  -0.332  -0.062  4.883
H  -1.920  -1.740  2.392
H  -4.187  -0.723  2.949
H  -3.566  -1.643  4.345
H  -4.108  0.038  4.555
H  1.059  0.124  6.738
H  1.687  -1.453  6.204
H  2.466  0.043  5.655
H  0.222  1.453  2.170
H  0.929  0.497  0.860
H  0.359  -1.885  -4.433
H  -0.781  -1.189  -3.304
H  0.200  -1.506  1.715

Computed properties:
HOMO-LUMO gap in eV: 9.9
Molecular weight in g/mol: 377.3
E_LUMO in eV: 0.25

***

Entry 7:
A 2-piece molecular cluster, C3H9ISi overall in a non-equilibrium geometry, computed with wB97M-V/def2-TZVPD.

CARTESIAN COORDINATES (ANGSTROEM)
C  1.386  1.906  1.016
C  -0.400  -1.706  -0.257
C  -1.606  -0.925  -0.407
Si  1.211  0.563  -0.287
I  -3.568  -2.249  -0.014
H  0.458  2.043  1.482
H  2.260  1.857  1.705
H  1.718  2.721  0.279
H  -0.048  -2.262  -1.088
H  -0.071  -1.964  0.721
H  -1.964  -0.300  0.335
H  -1.932  -0.662  -1.342
H  2.364  -0.058  -0.893
H  0.194  1.038  -1.252

Computed properties:
HOMO-LUMO gap (alpha / beta) in eV: 7.0 / 7.0
Molecular weight in g/mol: 200.1
Energy above the lowest of the compared OMol25 structures with the same formula, charge and spin in eV: 4.421
E_LUMO (alpha / beta) in eV: -0.66 / -0.65

***

Entry 8:
A 10-piece molecular cluster, C4H18BO17 overall in a non-equilibrium geometry, computed with wB97M-V/def2-TZVPD.

CARTESIAN COORDINATES (ANGSTROEM)
O  1.053  -3.097  -2.547
C  0.655  -2.556  -1.507
O  0.411  -1.230  -1.349
B  -0.174  -1.032  -0.007
O  -0.349  -2.357  0.612
C  0.056  -3.237  -0.273
O  0.056  -4.465  -0.139
O  -1.365  -0.186  -0.198
C  -1.219  0.959  0.448
O  -2.018  1.920  0.417
C  0.141  0.931  1.194
O  0.714  -0.191  0.808
O  0.530  1.763  2.024
O  1.809  3.948  1.029
H  1.292  3.273  1.469
H  2.700  3.600  1.020
O  -4.434  2.525  2.404
H  -3.624  2.436  1.901
H  -4.304  3.314  2.929
O  4.088  -1.815  -1.006
H  4.337  -2.201  -1.845
H  3.160  -1.604  -1.104
O  -2.030  -6.085  -1.021
H  -1.389  -5.375  -1.007
H  -2.133  -6.334  -0.103
O  -1.682  0.195  -3.107
H  -2.077  0.071  -2.244
H  -0.846  0.627  -2.929
O  3.068  1.160  3.045
H  3.003  0.253  3.343
H  2.178  1.390  2.777
O  -0.269  -3.345  -4.859
H  0.290  -3.470  -4.092
H  -1.004  -3.942  -4.720
O  1.540  4.396  3.939
H  2.077  3.778  4.435
H  0.661  4.017  3.956
O  -1.253  4.009  -1.313
H  -1.679  3.495  -0.627
H  -1.971  4.464  -1.753

Computed properties:
HOMO-LUMO gap in eV: 9.7
Molecular weight in g/mol: 349.0
Energy above the lowest of the compared OMol25 structures with the same formula, charge and spin in eV: 1.371
E_LUMO in eV: 1.66
Net charge: -1